# 1
A 2-piece molecular cluster, C7H14NS overall. Source: the Open Molecules 2025 dataset; level of theory: ωB97M-V/def2-TZVPD.

Values from the calculation:
Total charge: +1
Energy above the lowest of the compared OMol25 structures with the same formula, charge and spin (eV): 4.758
Frontier orbital gap (eV): 6.72

CARTESIAN COORDINATES (ANGSTROEM)
1 C -0.7086 -0.4183 -0.3817
2 C -1.5698 -0.4957 1.9121
3 C 1.2101 1.5017 0.3759
4 C 1.4323 -0.8010 1.4356
5 C -0.4052 -1.2345 -2.7201
6 C -0.7537 0.1964 0.8155
7 C 0.6565 0.5305 1.3195
8 N -0.4696 -0.7926 -1.4859
9 S -0.2087 1.2871 -3.7670
10 H -2.4699 -0.8895 1.2901
11 H -1.9123 0.1842 2.6507
12 H -0.9789 -1.3558 2.2986
13 H 2.3372 1.7988 0.8194
14 H 0.6315 2.3760 0.2423
15 H 1.1961 1.0146 -0.6126
16 H 1.1629 -1.1969 2.3867
17 H 1.0139 -1.3272 0.5695
18 H 2.4954 -0.6539 1.3744
19 H 0.5819 -1.4171 -3.2419
20 H -1.4567 -1.5323 -3.2441
21 H -1.2943 1.1156 0.4423
22 H 0.4842 0.9985 2.3932
23 H -0.9742 1.1115 -4.8725

=====

# 2
A 2-piece molecular cluster, C27H25N3O3 overall. Source: the Open Molecules 2025 dataset; level of theory: ωB97M-V/def2-TZVPD.

Values from the calculation:
Energy above the lowest of the compared OMol25 structures with the same formula, charge and spin (eV): 5.768
Frontier orbital gap (eV): 3.83

CARTESIAN COORDINATES (ANGSTROEM)
1 C -1.9414 2.1771 -2.9907
2 C -2.8356 2.0241 -4.0035
3 C -2.5361 1.2215 -5.0993
4 N -3.5145 1.0373 -6.1458
5 O -3.2211 0.3107 -7.1027
6 O -4.6045 1.6125 -6.0376
7 C -1.3045 0.5798 -5.1808
8 C -0.3864 0.7117 -4.1861
9 C -0.6730 1.5212 -3.0437
10 O 0.1488 1.6541 -2.1317
11 H -2.1587 2.7900 -2.1307
12 H -3.7911 2.5220 -3.9723
13 H -1.0926 -0.0247 -6.0475
14 H 0.5714 0.2186 -4.2304
15 C -1.9385 -2.5386 -0.9845
16 C -1.7737 -1.6291 0.1703
17 N -2.8292 -1.1590 0.9173
18 C -4.2364 -1.4704 0.6880
19 C -2.3516 -0.3432 1.9500
20 C -0.9483 -0.3294 1.8621
21 C -0.2080 0.3476 2.8392
22 C -0.8667 1.0584 3.8111
23 C -2.2635 1.0870 3.8571
24 C -3.0125 0.3784 2.9495
25 C -0.5742 -1.1127 0.7012
26 C 0.7297 -1.4044 0.2306
27 C 1.9683 -0.8551 0.7036
28 C 3.1319 -1.5882 1.0156
29 C 3.2924 -3.0500 0.9368
30 N 4.0706 -0.7466 1.5698
31 C 5.3704 -1.1585 2.1072
32 C 3.5554 0.5562 1.5928
33 C 2.2710 0.5225 1.0220
34 C 1.5488 1.7089 0.8475
35 C 2.0909 2.8869 1.3001
36 C 3.3505 2.9104 1.9083
37 C 4.0935 1.7627 2.0482
38 H -0.9843 -2.8100 -1.4325
39 H -2.4344 -3.4608 -0.6799
40 H -2.5474 -2.0724 -1.7594
41 H -4.8656 -0.9670 1.4190
42 H -4.5236 -1.1379 -0.3080
43 H -4.4007 -2.5441 0.7703
44 H 0.8649 0.3034 2.8239
45 H -0.2966 1.6078 4.5420
46 H -2.7550 1.6816 4.6093
47 H -4.0871 0.3872 2.9953
48 H 0.8038 -2.1899 -0.5018
49 H 2.4080 -3.5262 0.5169
50 H 4.1482 -3.3142 0.3171
51 H 3.4526 -3.4620 1.9323
52 H 5.9277 -0.3034 2.4842
53 H 5.2282 -1.8626 2.9259
54 H 5.9628 -1.6386 1.3294
55 H 0.5934 1.6837 0.3550
56 H 1.5426 3.8069 1.1803
57 H 3.7546 3.8473 2.2552
58 H 5.0763 1.7815 2.4847

=====

# 3
A 2-piece molecular cluster, C10H9NO2S overall. Source: the Open Molecules 2025 dataset; level of theory: ωB97M-V/def2-TZVPD.

Values from the calculation:
Energy above the lowest of the compared OMol25 structures with the same formula, charge and spin (eV): 3.291
Frontier orbital gap (eV): 8.54

CARTESIAN COORDINATES (ANGSTROEM)
1 O 0.7942 -1.3771 2.3443
2 C 0.1007 -1.5035 1.4006
3 N -1.1919 -1.2536 1.1172
4 C -2.1014 -1.1541 0.0350
5 C -3.3567 -0.4763 0.3412
6 C -4.3053 -0.2501 -0.5786
7 C -4.2811 -0.7848 -1.8869
8 C -3.0978 -1.4166 -2.2322
9 C -2.0302 -1.6162 -1.3336
10 C -0.9264 -2.3800 -1.8837
11 O -0.6336 -2.9996 -2.8318
12 S 0.5048 -2.3574 -0.3084
13 H -1.6590 -0.7037 1.9538
14 H -3.4852 -0.2223 1.3651
15 H -5.1011 0.3332 -0.3401
16 H -5.2955 -0.7691 -2.3184
17 H -2.8713 -1.9012 -3.1958
18 C 6.2421 3.4841 0.7695
19 C 6.6395 3.2311 2.0556
20 H 5.2868 3.5636 0.3871
21 H 7.1641 3.8852 0.0844
22 H 7.6247 3.4913 2.1801
23 H 5.9795 3.1769 2.8758

=====

# 4
C31H20BrF5N4O3RuSTe as an isolated structure. Source: the Open Molecules 2025 dataset; level of theory: ωB97M-V/def2-TZVPD.

Values from the calculation:
Total charge: -1
Energy above the lowest of the compared OMol25 structures with the same formula, charge and spin (eV): 1.911
Frontier orbital gap (spin up / spin down) (eV): 7.42 / 5.34
2S+1: 2

CARTESIAN COORDINATES (ANGSTROEM)
1 Ru -0.1322 -0.3366 -0.1767
2 C -0.1875 5.3359 -1.1096
3 C -0.8771 4.8706 -2.2249
4 C -0.9820 3.5123 -2.4686
5 C -0.3779 2.6168 -1.5915
6 C 0.2929 3.0722 -0.4671
7 C 0.3929 4.4354 -0.2296
8 N -0.4770 1.1984 -1.7493
9 N -1.0477 0.8054 -2.7797
10 C -1.2848 -0.5836 -2.7985
11 C -1.8508 -1.1094 -3.9545
12 C -2.1307 -2.4637 -4.0046
13 C -1.8350 -3.2614 -2.9055
14 C -1.2722 -2.7252 -1.7521
15 C -1.0022 -1.3674 -1.6708
16 H -0.1177 6.4001 -0.9215
17 H -1.3461 5.5726 -2.9030
18 H -1.5273 3.1325 -3.3202
19 H 0.7044 2.3581 0.2333
20 H 0.9161 4.7851 0.6518
21 H -2.0595 -0.4508 -4.7883
22 H -2.5691 -2.8990 -4.8935
23 H -2.0324 -4.3264 -2.9509
24 H -1.0112 -3.3747 -0.9285
25 Br 1.3442 3.0871 3.2525
26 C -0.5363 2.8418 3.0966
27 C -1.3497 3.5536 3.9641
28 C -2.7153 3.3923 3.8198
29 C -3.1918 2.5522 2.8311
30 C -2.2794 1.8862 2.0220
31 N -0.9592 2.0264 2.1566
32 C -2.8308 0.9940 0.9165
33 O -4.0436 0.9722 0.7678
34 O -1.9994 0.3459 0.1951
35 H -0.9185 4.2054 4.7092
36 H -3.3983 3.9257 4.4693
37 H -4.2441 2.3886 2.6547
38 S 2.7590 -0.8899 3.4530
39 C 3.5935 0.2550 2.4528
40 C 4.8677 0.7854 2.6153
41 C 5.3401 1.6471 1.6438
42 C 4.5619 1.9567 0.5237
43 C 3.2939 1.4351 0.3669
44 C 2.7936 0.5926 1.3568
45 N 1.5412 -0.0049 1.3713
46 C 1.4110 -0.8269 2.3684
47 C 0.2163 -1.6506 2.4712
48 C -0.0793 -2.4103 3.6013
49 C -1.2487 -3.1464 3.6394
50 C -2.1152 -3.1004 2.5510
51 C -1.8101 -2.3460 1.4261
52 C -0.6219 -1.6195 1.3456
53 H 5.4774 0.5176 3.4684
54 H 6.3340 2.0656 1.7384
55 H 4.9693 2.5981 -0.2470
56 H 2.7150 1.6215 -0.5258
57 H 0.5989 -2.4174 4.4488
58 H -1.4931 -3.7399 4.5114
59 H -3.0452 -3.6570 2.5820
60 H -2.5158 -2.3074 0.6062
61 F 1.5783 -2.8452 -2.9065
62 Te 2.6196 -2.1744 -1.4108
63 F 3.6405 -2.0428 0.2017
64 F 4.0220 -0.9528 -2.0463
65 F 3.4864 -3.8581 -1.5957
66 F 1.4316 -3.1154 -0.2351
67 O 1.5049 -0.6080 -1.1710

=====

# 5
C7H7FeN5O3S as an isolated structure. Source: the Open Molecules 2025 dataset; level of theory: ωB97M-V/def2-TZVPD.

Values from the calculation:
Total charge: +1
Frontier orbital gap (spin up / spin down) (eV): 6.92 / 7.34
2S+1: 2

CARTESIAN COORDINATES (ANGSTROEM)
1 Fe -0.0922 0.4031 -0.1599
2 N -0.2987 -0.7542 -4.2025
3 C 0.0300 -0.4882 -2.9430
4 S -1.1256 0.5415 -2.0419
5 N 1.1239 -0.9691 -2.4223
6 N 1.2565 -0.5836 -1.1341
7 C 2.3376 -0.8043 -0.4802
8 C 2.3994 -0.2833 0.8884
9 C 3.4854 -0.4663 1.7179
10 C 3.4543 0.1004 2.9883
11 C 2.3499 0.8346 3.3806
12 C 1.2941 0.9783 2.4921
13 N 1.3164 0.4293 1.2816
14 H -1.1577 -0.4156 -4.5980
15 H 0.3145 -1.3218 -4.7661
16 H 3.1694 -1.3259 -0.9414
17 H 4.3393 -1.0349 1.3769
18 H 4.2923 -0.0291 3.6596
19 H 2.2938 1.2926 4.3570
20 H 0.4114 1.5498 2.7480
21 O -2.7901 0.4761 2.0939
22 N -1.9047 0.4926 1.3233
23 O -1.3151 -0.5780 0.8576
24 O -1.3458 1.5329 0.8243

=====

# 6
A 2-piece molecular cluster, C3H8O2 overall. Source: the Open Molecules 2025 dataset; level of theory: ωB97M-V/def2-TZVPD.

Values from the calculation:
Energy above the lowest of the compared OMol25 structures with the same formula, charge and spin (eV): 2.062
Frontier orbital gap (eV): 9.42

CARTESIAN COORDINATES (ANGSTROEM)
1 C -0.0910 0.6413 -1.1596
2 C -0.6417 0.3265 0.0221
3 C -0.2715 1.1271 1.3408
4 O -1.6675 -0.5924 0.1759
5 H 0.2945 1.6756 -1.3609
6 H 0.0111 -0.0729 -2.0447
7 H 0.3970 1.8965 0.9582
8 H -1.1899 1.6765 1.8632
9 H 0.1449 0.4810 2.1091
10 H -1.3987 -1.1840 -0.5536
11 O 1.0911 -2.0804 -0.6489
12 H 1.7156 -2.7120 -0.1951
13 H 1.6061 -1.1828 -0.5065

=====

| no. | total energy (eV) |
| --- | --- |
| 1 | -19799.2072 |
| 2 | -39013.5177 |
| 3 | -26932.6612 |
| 4 | -148917.4763 |
| 5 | -66178.2009 |
| 6 | -7333.9884 |